Record 1
DFT (wB97M-V/def2-TZVPD) results for C43H33Br2Cl2GeN3O3SSbV as an isolated structure.

Values from the calculation:
- spin multiplicity = 2
- expectation value of S² = 0.76
- electronic energy (hartree) = -11775.9464
- total charge = -1
- strongest force on any atom (eV/Å) = 3.43
- E_HOMO (eV) = -4.99
- HOMO-LUMO gap (eV) = 6.80
- relative energy (zero: lowest compared OMol25 entry of this formula, charge and spin) (eV) = 2.167

Last column: Mulliken charge in e.
Positions of all 90 atoms, in Å:
V  -0.939  0.924  -0.349  -0.692
Br  0.016  2.222  2.903  -0.147
C  -0.727  7.361  1.253  -0.518
Br  -0.458  7.790  3.029  -0.139
H  -0.711  6.301  1.064  0.305
H  -0.875  8.190  0.516  0.340
S  -1.754  1.671  1.711  -0.349
Sb  -2.284  -2.173  0.769  2.656
C  -1.829  -1.962  2.872  0.626
C  -2.716  -2.581  3.729  -0.560
C  -2.438  -2.515  5.096  -0.936
C  -1.183  -2.054  5.490  -0.368
C  -0.263  -1.539  4.617  -1.028
C  -0.634  -1.414  3.269  -0.226
C  -1.415  -4.117  0.696  0.524
C  -0.037  -4.114  0.639  -0.228
C  0.619  -5.288  0.166  -0.915
C  -0.085  -6.468  0.025  -0.434
C  -1.463  -6.456  0.239  -0.479
C  -2.141  -5.286  0.617  -0.637
C  -4.349  -2.300  0.624  0.561
C  -4.807  -2.037  -0.716  0.324
C  -6.127  -2.045  -1.098  -0.860
C  -7.091  -2.475  -0.190  -0.821
C  -6.685  -2.510  1.154  -0.754
C  -5.335  -2.553  1.584  -0.761
H  -3.655  -3.014  3.396  0.369
H  -3.171  -2.826  5.839  0.411
H  -0.952  -2.085  6.595  0.255
H  0.696  -1.105  4.934  0.431
H  -0.017  -0.860  2.591  0.476
H  0.647  -3.288  0.868  0.445
H  1.665  -5.345  0.105  0.461
H  0.409  -7.407  -0.320  0.323
H  -1.941  -7.420  0.145  0.375
H  -3.220  -5.255  0.816  0.342
H  -4.178  -1.760  -2.609  0.280
H  -6.351  -2.036  -2.229  0.227
H  -8.111  -2.419  -0.440  0.408
H  -7.397  -2.669  1.897  0.459
H  -5.133  -2.512  2.668  0.351
Cl  -2.582  5.205  -1.916  -0.213
C  -1.452  3.854  -2.271  0.361
Cl  -0.370  4.079  -3.697  -0.191
C  -0.414  3.645  -1.132  -0.930
O  -0.093  4.662  -0.543  -0.529
O  -2.347  1.460  -0.986  -0.709
H  -2.091  3.046  -2.596  0.149
O  -0.492  -1.045  0.263  -0.022
N  -0.358  -0.879  -1.165  -0.103
C  -1.468  -1.257  -1.881  0.090
C  -2.554  -1.796  -1.216  0.266
N  -3.855  -1.919  -1.693  -0.054
C  -1.757  -0.856  -3.243  -0.416
N  -2.189  -0.702  -4.284  -0.700
C  0.167  2.367  -0.947  2.064
Ge  2.063  2.056  -1.206  1.407
C  2.381  0.715  -2.646  0.354
C  1.510  0.591  -3.736  -0.412
C  1.779  -0.254  -4.785  -0.844
C  2.889  -1.090  -4.703  -0.396
C  3.842  -0.933  -3.667  -0.877
C  3.554  0.019  -2.704  -0.373
C  2.737  1.143  0.472  -0.181
C  3.311  1.894  1.591  -0.371
C  3.722  1.244  2.781  -0.540
C  3.656  -0.124  2.841  -0.367
C  3.285  -0.845  1.719  -0.603
C  2.871  -0.218  0.543  0.504
C  3.403  3.532  -1.224  0.377
C  3.119  4.742  -0.601  -0.825
C  4.030  5.766  -0.582  -0.667
C  5.273  5.676  -1.169  -0.675
C  5.558  4.458  -1.839  -0.403
C  4.626  3.433  -1.887  -0.349
H  0.556  1.096  -3.704  0.406
H  1.197  -0.354  -5.655  0.481
H  3.111  -1.867  -5.461  0.324
H  4.753  -1.518  -3.566  0.400
H  4.325  0.135  -1.952  0.286
H  3.429  3.010  1.541  0.175
H  4.093  1.819  3.663  0.308
H  3.840  -0.614  3.824  0.342
H  3.195  -1.926  1.783  0.313
H  2.614  -0.782  -0.387  0.076
H  2.134  4.944  -0.200  0.529
H  3.888  6.674  -0.097  0.488
H  6.033  6.403  -1.019  0.400
H  6.553  4.217  -2.271  0.311
H  4.948  2.521  -2.359  0.241

Record 2
DFT (wB97M-V/def2-TZVPD) results for a 15-piece molecular cluster, C30H90O27 overall.

Values from the calculation:
- electronic energy (hartree) = -3228.3151
- strongest force on any atom (eV/Å) = 2.05
- E_HOMO (eV) = -9.45
- HOMO-LUMO gap (eV) = 9.69
- relative energy (zero: lowest compared OMol25 entry of this formula, charge and spin) (eV) = 0.217

Last column: Mulliken charge in e.
Positions of all 147 atoms, in Å:
C  -0.590  -1.918  -4.501  -0.627
C  -1.216  -3.222  -4.102  -0.448
O  -1.991  -3.052  -2.917  -0.459
H  -0.003  -1.924  -5.418  0.511
H  0.011  -1.530  -3.673  -0.183
H  -1.361  -1.165  -4.691  0.278
H  -0.432  -3.969  -3.934  0.251
H  -1.831  -3.621  -4.915  0.471
H  -2.363  -3.931  -2.696  0.133
C  2.807  2.920  4.885  -1.625
C  2.410  1.630  4.175  0.824
O  0.992  1.643  3.949  0.061
H  2.450  3.825  4.396  0.251
H  3.897  3.017  4.832  0.467
H  2.543  2.930  5.941  0.396
H  2.785  0.735  4.675  0.190
H  2.903  1.654  3.195  -0.382
H  0.701  0.721  3.845  -0.256
C  -0.320  2.559  -4.748  -0.242
C  -0.076  1.977  -6.127  -0.592
O  1.261  1.523  -6.197  -0.391
H  0.391  3.373  -4.587  0.308
H  -0.145  1.814  -3.969  -0.317
H  -1.342  2.920  -4.668  0.308
H  -0.263  2.802  -6.830  0.323
H  -0.812  1.199  -6.352  0.377
H  1.376  0.909  -6.928  0.262
C  -2.748  -2.627  1.731  1.191
C  -3.149  -2.530  3.203  -0.808
O  -2.891  -3.788  3.835  -0.672
O  -1.336  -2.712  1.603  -0.663
H  -3.096  -1.695  1.262  -0.526
H  -3.229  -3.471  1.234  0.152
H  -4.200  -2.295  3.344  0.397
H  -2.511  -1.780  3.685  0.134
H  -1.978  -4.045  3.678  0.371
H  -1.110  -2.365  0.710  -0.321
C  -0.990  -6.688  -1.016  -0.525
C  -1.899  -5.515  -0.709  0.337
O  -2.871  -5.362  -1.756  -0.694
O  -1.767  -7.879  -0.939  -0.555
H  -0.198  -6.682  -0.254  0.307
H  -0.502  -6.583  -1.986  0.280
H  -1.295  -4.614  -0.616  -0.218
H  -2.426  -5.710  0.231  0.335
H  -3.347  -6.200  -1.801  0.371
H  -1.215  -8.600  -1.252  0.321
C  2.977  0.457  -3.695  0.408
C  3.966  1.290  -4.482  -0.810
O  4.166  2.529  -3.791  -0.484
O  3.599  -0.077  -2.529  -0.457
H  2.760  -0.390  -4.350  0.272
H  2.082  1.013  -3.416  -0.180
H  3.575  1.515  -5.477  0.307
H  4.881  0.708  -4.617  0.404
H  5.070  2.823  -3.932  0.226
H  3.888  0.696  -1.996  0.289
C  5.789  1.076  1.094  -0.783
C  4.433  0.489  0.730  0.408
O  3.677  1.333  -0.108  -0.252
O  5.672  2.017  2.153  -0.467
H  6.162  1.612  0.212  0.364
H  6.482  0.257  1.300  0.384
H  3.954  0.408  1.716  -0.278
H  4.553  -0.474  0.226  0.040
H  2.736  1.226  0.115  0.339
H  6.431  2.601  2.083  0.288
C  -0.185  0.483  0.179  2.784
C  -0.337  -0.312  -1.102  -1.201
O  -0.670  -1.680  -0.896  1.631
O  1.151  0.417  0.707  1.118
H  -0.860  0.101  0.948  -2.832
H  -0.401  1.536  0.018  -0.269
H  0.592  -0.218  -1.678  0.298
H  -1.084  0.215  -1.708  0.523
H  -1.136  -2.011  -1.689  -0.848
H  1.193  -0.381  1.251  -0.631
C  -3.368  0.911  3.569  -0.831
C  -2.632  1.294  2.295  2.103
O  -3.370  0.990  1.126  -0.737
O  -4.447  1.797  3.841  -0.577
H  -2.667  0.922  4.411  0.493
H  -3.787  -0.097  3.498  0.073
H  -1.645  0.810  2.255  -1.442
H  -2.439  2.367  2.318  0.026
H  -3.923  0.201  1.249  0.044
H  -4.157  2.494  4.432  0.366
C  1.956  -2.337  4.269  -0.768
C  0.573  -1.701  4.368  -0.602
O  0.217  -1.108  3.131  0.573
O  1.951  -3.328  3.251  -0.534
H  2.112  -2.842  5.239  0.446
H  2.767  -1.617  4.128  0.284
H  0.499  -1.017  5.219  0.519
H  -0.104  -2.503  4.696  0.448
H  -0.188  -1.822  2.567  -0.246
H  2.864  -3.477  2.990  0.325
C  2.413  4.341  -0.077  0.430
C  1.891  4.186  -1.489  0.211
O  2.827  4.644  -2.467  -0.656
O  2.451  5.729  0.316  -0.654
H  3.417  3.927  0.036  -0.007
H  1.732  3.873  0.642  -0.212
H  0.989  4.786  -1.629  0.283
H  1.664  3.128  -1.652  -0.168
H  3.166  3.832  -2.876  0.476
H  2.470  5.786  1.271  0.343
C  -4.261  -0.922  -1.546  1.228
C  -5.205  -1.684  -0.649  -0.566
O  -5.155  -1.119  0.649  -0.469
O  -4.259  -1.463  -2.852  -0.679
H  -3.258  -0.854  -1.114  -0.854
H  -4.658  0.087  -1.686  0.161
H  -5.014  -2.770  -0.663  0.188
H  -6.228  -1.664  -1.051  0.386
H  -5.794  -1.550  1.223  0.269
H  -3.452  -1.996  -2.958  0.409
C  -2.047  3.259  -1.051  0.533
C  -2.708  4.362  -1.852  -0.903
O  -4.048  4.613  -1.403  -0.538
O  -2.652  2.017  -1.333  -0.357
H  -2.098  3.508  0.012  -0.122
H  -0.978  3.249  -1.289  -0.026
H  -2.675  4.137  -2.922  0.297
H  -2.178  5.317  -1.725  0.453
H  -4.286  5.482  -1.730  0.312
H  -3.047  1.700  -0.490  0.343
C  -1.309  4.332  4.602  -0.152
C  -0.778  4.549  3.213  -0.658
O  -0.742  3.385  2.422  0.372
O  -0.423  3.634  5.480  -0.631
H  -2.267  3.800  4.574  -0.239
H  -1.484  5.301  5.079  0.478
H  0.189  5.069  3.249  0.263
H  -1.423  5.287  2.725  0.485
H  -0.032  2.802  2.739  -0.173
H  0.068  2.979  4.943  0.352
C  2.647  -4.194  -0.077  0.060
C  1.821  -3.830  -1.301  0.591
O  1.534  -4.972  -2.117  -0.467
O  4.012  -4.439  -0.446  -0.623
H  2.342  -5.057  0.509  0.317
H  2.652  -3.340  0.612  -0.144
H  2.385  -3.090  -1.884  0.363
H  0.924  -3.274  -1.025  -0.578
H  2.214  -4.967  -2.795  0.286
H  4.301  -3.791  -1.095  0.330

Record 3
DFT (wB97M-V/def2-TZVPD) results for C6H12N2Si in the gas phase.

Values from the calculation:
- electronic energy (hartree) = -634.7265
- strongest force on any atom (eV/Å) = 3.06
- E_HOMO (eV) = -7.14
- HOMO-LUMO gap (eV) = 7.39
- relative energy (zero: lowest compared OMol25 entry of this formula, charge and spin) (eV) = 4.084

Last column: Mulliken charge in e.
Positions of all 21 atoms, in Å:
C  -0.479  -1.067  -0.594  0.479
C  -1.901  -2.941  -0.307  -0.414
C  -3.421  -3.114  -0.319  -0.679
C  2.847  0.768  -0.778  -1.010
C  1.148  0.715  1.817  -1.037
C  0.241  2.671  -0.217  -0.976
N  0.117  -0.072  -0.943  -0.305
N  -1.493  -1.728  -0.364  -0.078
Si  1.134  1.061  0.029  0.301
H  -3.509  -2.627  -1.288  0.248
H  -4.156  -2.604  0.367  0.301
H  -3.575  -4.218  -0.312  0.257
H  2.864  0.787  -1.931  0.272
H  3.628  1.547  -0.481  0.304
H  3.319  -0.106  -0.419  0.355
H  1.759  1.268  2.446  0.423
H  0.104  0.999  2.086  0.246
H  1.264  -0.299  2.131  0.372
H  0.814  3.517  0.137  0.337
H  0.016  2.871  -1.314  0.281
H  -0.718  2.573  0.254  0.322

Record 4
DFT (wB97M-V/def2-TZVPD) results for C6H7NO as an isolated structure.

Values from the calculation:
- electronic energy (hartree) = -362.7202
- strongest force on any atom (eV/Å) = 5.21
- E_HOMO (eV) = -9.25
- HOMO-LUMO gap (eV) = 10.19
- relative energy (zero: lowest compared OMol25 entry of this formula, charge and spin) (eV) = 2.539

Last column: Mulliken charge in e.
Positions of all 15 atoms, in Å:
C  -0.710  -0.939  -0.668  -0.660
C  -0.771  0.252  -0.164  0.254
C  1.594  0.012  0.637  0.341
C  0.822  -0.814  -1.109  0.009
C  0.631  0.569  -0.404  -0.370
C  -1.680  1.065  0.682  -1.153
N  1.642  -1.219  0.013  -0.340
O  2.260  0.523  1.477  -0.575
H  -1.386  -1.795  -0.752  0.389
H  1.202  -0.658  -2.106  0.332
H  0.800  1.532  -0.713  0.563
H  -2.616  0.420  0.633  0.295
H  -2.060  2.034  0.324  0.313
H  -1.365  1.149  1.645  0.337
H  1.637  -2.129  0.506  0.265

Record 5
DFT (wB97M-V/def2-TZVPD) results for a 2-piece molecular cluster, C2H2FIS overall.

Values from the calculation:
- electronic energy (hartree) = -873.0563
- strongest force on any atom (eV/Å) = 11.70
- E_HOMO (eV) = -8.47
- structure (SMILES) = S=C=CI.F
- HOMO-LUMO gap (eV) = 7.48
- relative energy (zero: lowest compared OMol25 entry of this formula, charge and spin) (eV) = 1.782

Last column: Mulliken charge in e.
Positions of all 7 atoms, in Å:
C  0.253  1.262  -1.374  0.071
C  -0.681  0.868  -0.646  -0.303
F  1.964  -0.115  0.191  -0.299
S  1.201  1.734  -2.554  -0.311
I  -2.222  -0.483  -1.103  0.130
H  2.757  -0.193  0.263  0.313
H  -0.466  1.121  0.327  0.399

Record 6
DFT (wB97M-V/def2-TZVPD) results for C4H7NO in the gas phase.

Values from the calculation:
- electronic energy (hartree) = -286.5363
- strongest force on any atom (eV/Å) = 0.50
- E_HOMO (eV) = -9.39
- structure (SMILES) = O=CCN1CC1
- HOMO-LUMO gap (eV) = 10.45
- relative energy (zero: lowest compared OMol25 entry of this formula, charge and spin) (eV) = 2.595

Last column: Mulliken charge in e.
Positions of all 13 atoms, in Å:
O  -2.347  0.897  -0.265  -0.462
C  -1.750  0.027  0.322  0.053
C  -0.469  0.247  1.094  -0.423
N  0.614  -0.511  0.453  -0.310
C  0.567  -0.624  -1.005  -0.370
C  1.564  0.241  -0.346  -0.381
H  -2.086  -1.029  0.283  0.366
H  -0.590  -0.129  2.119  0.286
H  -0.273  1.325  1.132  0.260
H  -0.224  -0.112  -1.554  0.252
H  0.844  -1.597  -1.397  0.234
H  2.603  -0.067  -0.274  0.250
H  1.412  1.315  -0.440  0.244